[1]
Molecular formula: C3H4OS
Method: DFT, wB97M-V/def2-TZVPD

Bonds (Å) are listed after each position.
Element x y z (Å)
1 S -2.837 -0.126 -0.221  C3 1.600
2 O 0.172 2.322 -0.179  C5 1.224
3 C -1.700 0.595 0.644  S1 1.600, C5 1.661, H9 1.080
4 C 0.465 -0.018 -0.461  C5 1.513, H6 1.089, H7 1.088, H8 1.088
5 C -0.305 1.206 -0.019  O2 1.224, C3 1.661, C4 1.513
6 H 0.672 -0.676 0.381  C4 1.089
7 H -0.122 -0.590 -1.177  C4 1.088
8 H 1.403 0.290 -0.919  C4 1.088
9 H -1.746 0.684 1.719  C3 1.080

Properties
* DFT total energy: -16056.888 eV
* energy above the lowest of the compared OMol25 structures with the same formula, charge and spin: 117.9 kJ/mol
* SMILES string: CC(=O)C=S
* F_max: 2.91 eV Å⁻¹
* total charge: 0


[2]
Molecular formula: C6H6O2
Method: DFT, wB97M-V/def2-TZVPD

Bonds (Å) are listed after each position.
Element x y z (Å)
1 O 3.076 -0.209 -0.206  C6 1.232
2 O -0.811 -1.468 -0.662  C3 1.535, C8 1.411
3 C -1.603 -0.297 -0.062  O2 1.535, C5 1.447, C8 1.426, H13 1.109
4 C 0.740 -0.023 0.540  C6 1.533, C7 1.569, C8 1.568, H14 1.077
5 C -1.158 1.053 -0.333  C3 1.447, C7 1.361, H11 1.048
6 C 1.891 -0.516 -0.345  O1 1.232, C4 1.533, H10 1.093
7 C 0.153 1.302 -0.064  C4 1.569, C5 1.361, H9 1.089
8 C -0.528 -0.943 0.617  O2 1.411, C3 1.426, C4 1.568, H12 1.060
9 H 0.627 2.269 -0.230  C7 1.089
10 H 1.516 -0.960 -1.270  C6 1.093
11 H -1.823 1.742 -0.758  C5 1.048
12 H -0.647 -1.638 1.408  C8 1.060
13 H -2.669 -0.599 -0.079  C3 1.109
14 H 1.235 0.286 1.444  C4 1.077

Properties
* DFT total energy: -10411.234 eV
* energy above the lowest of the compared OMol25 structures with the same formula, charge and spin: 209.9 kJ/mol
* SMILES string: O=C[C@H]1C=C[C@H]2O[C@@H]12
* F_max: 2.82 eV Å⁻¹
* total charge: 0